(1)
{"formula": "C28H62N2O8S4", "method": "ωB97M-V/def2-TZVPD", "elements": ["C", "C", "N", "C", "C", "C", "C", "H", "H", "H", "H", "H", "H", "H", "H", "H", "H", "H", "H", "H", "H", "H", "C", "C", "N", "C", "C", "C", "C", "H", "H", "H", "H", "H", "H", "H", "H", "H", "H", "H", "H", "H", "H", "H", "C", "C", "C", "S", "O", "O", "C", "H", "H", "H", "H", "H", "H", "H", "H", "C", "C", "C", "S", "O", "O", "C", "H", "H", "H", "H", "H", "H", "H", "H", "C", "C", "C", "S", "O", "O", "C", "H", "H", "H", "H", "H", "H", "H", "H", "C", "C", "C", "S", "O", "O", "C", "H", "H", "H", "H", "H", "H", "H", "H"], "coordinates": [[-5.8779, 3.4170, -1.4810], [-5.6822, 3.7141, -2.9276], [-6.5060, 2.7491, -3.7781], [-5.9006, 2.3144, -5.0680], [-4.8720, 1.1532, -4.8192], [-7.8174, 3.4129, -3.9472], [-8.9491, 2.5907, -4.5871], [-6.9268, 3.6402, -1.2857], [-5.0952, 3.9744, -0.9663], [-5.7468, 2.3993, -1.1132], [-5.8825, 4.7746, -3.0800], [-4.6197, 3.5668, -3.1210], [-6.6958, 1.8475, -5.6491], [-5.6601, 3.2304, -5.6076], [-5.3472, 0.3367, -4.2755], [-4.4249, 0.9911, -5.7999], [-4.0626, 1.5398, -4.1999], [-7.6677, 4.3503, -4.4828], [-8.2537, 3.5646, -2.9600], [-9.1931, 1.6982, -4.0108], [-8.7197, 2.2931, -5.6103], [-9.9882, 2.9197, -4.5881], [1.3852, 0.2936, -1.4584], [2.4966, -0.5086, -0.7738], [2.2736, -0.4882, 0.7232], [3.4814, -0.3721, 1.5245], [3.1453, -0.0455, 2.9654], [1.2995, -1.5699, 1.1521], [-0.1159, -1.2913, 0.6981], [1.8400, 1.2832, -1.5018], [0.5270, 0.5788, -0.8499], [1.0560, -0.1015, -2.4194], [2.3992, -1.5430, -1.1033], [3.4734, -0.1467, -1.0948], [4.0444, -1.3049, 1.4920], [4.0858, 0.4961, 1.2618], [2.9590, -1.0066, 3.4448], [3.9134, 0.5816, 3.4180], [2.2297, 0.5254, 3.1203], [1.2400, -1.6741, 2.2355], [1.5831, -2.5320, 0.7253], [-0.4924, -0.3798, 1.1622], [-0.7616, -2.0965, 1.0487], [-0.2372, -1.2189, -0.3827], [-1.4961, -0.6080, 7.4603], [-2.1034, 0.6434, 6.7836], [-3.5738, 0.2788, 6.4380], [-4.2118, -0.9373, 7.7035], [-4.4769, -2.1301, 6.9904], [-5.1593, -0.2166, 8.5274], [-2.5412, -1.0378, 8.5057], [-0.5237, -0.3530, 7.8817], [-1.4672, -1.3461, 6.6587], [-1.5517, 1.0974, 5.9604], [-2.0987, 1.3450, 7.6177], [-3.5445, -0.3284, 5.5332], [-4.2789, 1.0852, 6.2364], [-2.6153, -2.0103, 8.9923], [-2.4801, -0.2918, 9.2980], [0.4465, 8.5588, -3.1964], [0.0387, 7.0831, -2.9996], [-0.4181, 6.6257, -4.4553], [-1.1898, 8.1132, -5.2337], [-2.6385, 8.0205, -5.1143], [-0.6074, 8.4528, -6.5206], [-0.6723, 9.2912, -3.9534], [1.3841, 8.4641, -3.7444], [0.7805, 9.0077, -2.2610], [-0.7956, 7.1709, -2.3035], [0.7994, 6.3546, -2.7193], [-1.0984, 5.7758, -4.4011], [0.3411, 6.2713, -5.1525], [-1.5430, 9.3968, -3.3063], [-0.5800, 10.2918, -4.3758], [10.3707, -2.2247, 6.3768], [10.7090, -3.0151, 7.6045], [10.0048, -4.2869, 7.4214], [10.4992, -4.8997, 5.8131], [9.4937, -5.7620, 5.1137], [11.8531, -5.3561, 5.8499], [10.4275, -3.2132, 5.0854], [11.1461, -1.4717, 6.2356], [9.4753, -1.6038, 6.3474], [10.4091, -2.4079, 8.4586], [11.7979, -3.0647, 7.6129], [8.9320, -4.2267, 7.2381], [10.3065, -4.9911, 8.1968], [9.4671, -3.1547, 4.5732], [11.0989, -3.0892, 4.2357], [0.1432, -7.4301, -6.4059], [-0.2065, -8.6831, -5.4798], [-1.3260, -8.0383, -4.5501], [-0.9218, -6.3373, -4.2363], [-0.0964, -6.2754, -2.9783], [-2.0944, -5.5264, -4.4487], [0.2189, -6.0512, -5.6018], [-0.5766, -7.4768, -7.2231], [1.0598, -7.6366, -6.9584], [0.7190, -9.0078, -5.0045], [-0.5645, -9.4854, -6.1250], [-1.5756, -8.5292, -3.6094], [-2.2204, -7.8248, -5.1354], [1.1917, -5.8550, -5.1511], [0.1982, -5.1007, -6.1350]], "lumo_ev": 0.3658, "relative_energy_kj_mol": 0.0, "charge": 0, "largest_force_ha_per_bohr": 0.0999, "homo_lumo_gap_ev": 8.61, "smiles": "O=S1(=O)CCCC1.O=S1(=O)CCCC1.O=S1(=O)CCCC1.O=S1(=O)CCCC1.CCN(CC)CC.CCN(CC)CC"}


(2)
{"formula": "C39H56N15O", "method": "ωB97M-V/def2-TZVPD", "elements": ["O", "C", "C", "C", "C", "C", "C", "N", "C", "N", "C", "C", "C", "C", "C", "C", "H", "H", "H", "H", "H", "H", "H", "H", "H", "H", "H", "H", "H", "H", "H", "H", "H", "C", "C", "N", "H", "H", "H", "C", "C", "N", "H", "H", "H", "C", "C", "N", "H", "H", "H", "C", "C", "N", "H", "H", "H", "C", "C", "N", "H", "H", "H", "C", "C", "N", "H", "H", "H", "C", "C", "N", "H", "H", "H", "C", "C", "N", "H", "H", "H", "C", "C", "N", "H", "H", "H", "C", "C", "N", "H", "H", "H", "C", "C", "N", "H", "H", "H", "C", "C", "N", "H", "H", "H", "C", "C", "N", "H", "H", "H"], "coordinates": [[2.0323, 1.5864, 0.4217], [1.0647, 1.9249, -0.2245], [-0.3270, 1.7422, 0.3516], [-1.5207, 1.5857, -0.5988], [-1.8639, 2.7075, -1.5541], [-2.2495, 4.0857, -0.9701], [-2.8299, 4.7032, -2.1909], [-3.3815, 3.7975, -2.9075], [-3.2161, 2.4630, -2.2927], [1.2079, 2.4607, -1.5226], [1.0395, 3.8704, -1.6605], [0.8475, 4.4027, -2.9374], [0.6413, 5.7656, -3.1075], [0.6155, 6.6184, -2.0026], [0.8277, 6.0909, -0.7348], [1.0459, 4.7254, -0.5599], [-0.5027, 2.5229, 1.0945], [-0.2517, 0.8159, 0.9211], [-2.3998, 1.4523, 0.0442], [-1.4252, 0.6612, -1.1752], [-1.1675, 2.8526, -2.3782], [-3.1233, 3.9277, -0.3156], [-1.5149, 4.6947, -0.4539], [-2.8158, 5.7494, -2.4782], [-3.8708, 3.9873, -3.7821], [-4.0143, 2.2800, -1.5734], [-3.1123, 1.6973, -3.0561], [2.0780, 2.1384, -1.9326], [0.8629, 3.7432, -3.7981], [0.4931, 6.1653, -4.1028], [0.4443, 7.6782, -2.1409], [0.8233, 6.7474, 0.1266], [1.2236, 4.3531, 0.4430], [-6.2654, 4.9085, 0.4508], [-5.5799, 3.8503, 1.1753], [-5.0017, 2.9893, 1.6675], [-6.7043, 5.6371, 1.1302], [-5.5734, 5.4312, -0.2068], [-7.0577, 4.4914, -0.1659], [2.9452, -1.3098, 0.1824], [3.4339, -2.4586, 0.9261], [3.8220, -3.3488, 1.5383], [2.7294, -0.4787, 0.8491], [3.6945, -0.9784, -0.5341], [2.0422, -1.5567, -0.3735], [4.6968, -3.9763, -2.1771], [3.6053, -3.1404, -2.6513], [2.7455, -2.4292, -2.9230], [4.3132, -4.7822, -1.5537], [5.2484, -4.4184, -3.0027], [5.3919, -3.3849, -1.5820], [-5.7180, -0.2682, 0.7122], [-5.8241, 0.2479, -0.6440], [-5.9086, 0.6726, -1.7074], [-5.0123, -1.0964, 0.7469], [-5.3760, 0.5190, 1.3845], [-6.6874, -0.6243, 1.0560], [6.8427, -7.0373, -0.6820], [6.7737, -6.5932, -2.0662], [6.6967, -6.2336, -3.1530], [7.4524, -7.9313, -0.5996], [7.2868, -6.2672, -0.0556], [5.8414, -7.2584, -0.3117], [-0.4013, -2.8406, -3.3510], [-1.7594, -2.3496, -3.5354], [-2.8323, -1.9632, -3.6641], [0.3194, -2.1530, -3.7865], [-0.1703, -2.9388, -2.2922], [-0.2673, -3.8129, -3.8214], [2.0084, 1.0743, 4.1883], [0.6113, 1.1316, 3.7862], [-0.4916, 1.1769, 3.4685], [2.5345, 1.9640, 3.8461], [2.0885, 0.9983, 5.2705], [2.4903, 0.1985, 3.7571], [4.2960, -5.2975, 4.3624], [4.7614, -6.3972, 5.1929], [5.1280, -7.2690, 5.8425], [4.1041, -4.4104, 4.9630], [5.0386, -5.0429, 3.6080], [3.3767, -5.5645, 3.8519], [0.2815, -3.1388, 3.3662], [0.7633, -4.2398, 4.1863], [1.1441, -5.1040, 4.8383], [0.1138, -2.2544, 3.9803], [1.0198, -2.9009, 2.6013], [-0.6547, -3.4103, 2.8815], [9.9642, -8.5208, 2.7044], [9.8480, -8.0695, 1.3251], [9.7564, -7.7152, 0.2374], [10.5943, -9.4064, 2.7588], [10.4074, -7.7408, 3.3204], [8.9836, -8.7667, 3.1084], [1.1711, -3.0617, 7.8539], [1.7348, -1.9264, 7.1428], [2.1657, -1.0229, 6.5820], [1.8433, -3.4180, 8.6319], [0.2241, -2.7887, 8.3166], [0.9897, -3.8783, 7.1550], [-9.5478, 5.2602, -2.9017], [-8.1520, 5.6337, -2.7210], [-7.0573, 5.9486, -2.5779], [-9.7600, 4.3233, -2.3895], [-10.1985, 6.0335, -2.4977], [-9.7745, 5.1370, -3.9592], [-6.6727, 4.1226, -6.0837], [-5.2722, 4.4237, -5.8400], [-4.1663, 4.6674, -5.6463], [-6.9157, 3.1306, -5.7057], [-7.3014, 4.8577, -5.5845], [-6.8807, 4.1490, -7.1519]], "lumo_ev": -2.8800, "charge": 1, "largest_force_ha_per_bohr": 0.0249, "homo_lumo_gap_ev": 8.54}


(3)
{"formula": "C3H3NO", "method": "ωB97M-V/def2-TZVPD", "elements": ["O", "C", "C", "N", "C", "H", "H", "H"], "coordinates": [[-0.1704, -1.1905, 0.9726], [0.4219, -0.6128, -0.9382], [0.4446, 0.6913, -0.5251], [-0.2764, 1.0361, 0.5444], [-0.7717, -0.1011, 1.0421], [1.2457, -1.1904, -1.3287], [0.9061, 1.4911, -1.1148], [-1.8449, -0.1252, 1.2222]], "lumo_ev": -0.5865, "relative_energy_kj_mol": 344.0, "charge": 0, "largest_force_ha_per_bohr": 0.0470, "homo_lumo_gap_ev": 8.79}


(4)
{"formula": "C4H7NS", "method": "ωB97M-V/def2-TZVPD", "elements": ["C", "C", "C", "C", "N", "S", "H", "H", "H", "H", "H", "H", "H"], "coordinates": [[-2.3310, 0.6835, -0.4647], [-0.8589, -1.2693, 0.0574], [-0.1878, -0.1138, -0.5677], [0.5394, 0.6020, 0.6119], [-1.2147, 0.7906, -1.1331], [-3.7618, 1.4259, -0.4534], [-0.7683, -1.3947, 1.1268], [-0.8608, -2.2125, -0.5696], [0.4348, -0.3611, -1.4171], [0.5399, 1.7815, 0.4877], [1.6705, 0.2374, 0.6327], [0.0903, 0.4059, 1.5378], [-0.9477, 1.7327, -1.4924]], "lumo_ev": [-0.1310, -0.3016], "relative_energy_kj_mol": 395.2, "charge": 0, "largest_force_ha_per_bohr": 0.0916, "homo_lumo_gap_ev": [7.51, 8.38]}


(5)
{"formula": "C3H7N3O2", "method": "ωB97M-V/def2-TZVPD", "elements": ["C", "C", "C", "H", "H", "H", "H", "H", "H", "H", "N", "N", "N", "O", "O"], "coordinates": [[2.8871, -0.4397, 0.2925], [0.9025, 0.0828, -0.2067], [-1.2736, 0.7131, 0.1535], [3.8250, -0.1702, 0.0039], [2.9437, -0.5031, 1.5811], [2.6031, -1.4140, -0.1180], [0.0826, 1.9849, 0.4299], [-1.8029, 1.4969, 0.8300], [-3.7639, -1.2899, 0.2498], [-3.6708, 0.4047, 0.5438], [-0.0441, 1.0110, -0.2035], [-1.8883, -0.3966, -0.2432], [-3.2691, -0.3826, 0.0901], [2.0488, 0.5496, -0.2147], [0.5883, -1.0833, -0.0927]], "lumo_ev": 0.4903, "relative_energy_kj_mol": 502.3, "charge": 0, "largest_force_ha_per_bohr": 0.1510, "homo_lumo_gap_ev": 8.31, "smiles": "COC(=O)N/C=N/N"}